(1)
{"formula": "C4H22N2O7", "method": "ωB97M-V/def2-TZVPD", "symbols": ["O", "C", "N", "C", "C", "N", "C", "O", "H", "H", "H", "H", "H", "H", "H", "H", "H", "H", "H", "H", "O", "H", "H", "O", "H", "H", "O", "H", "H", "O", "H", "H", "O", "H", "H"], "xyz": [[-0.4652, -1.6704, 2.5813], [-0.1239, -0.3186, 2.6888], [1.2919, -0.1147, 2.4890], [1.9761, -0.8695, 1.3844], [2.2549, -0.0946, 0.1221], [1.0870, 0.6557, -0.3444], [1.2906, 1.2612, -1.6465], [0.8385, 0.4973, -2.7458], [0.2155, -2.1792, 3.0169], [-0.8025, 0.2382, 2.0287], [-0.3538, 0.0746, 3.6951], [1.6407, 0.8288, 2.4081], [2.9051, -1.2340, 1.8250], [1.3632, -1.7071, 1.0591], [3.0438, 0.6730, 0.0714], [2.6336, -0.7868, -0.6663], [0.2096, 0.1543, -0.2369], [2.3726, 1.4142, -1.7112], [0.6672, 2.1526, -1.7741], [1.3133, -0.3299, -2.8237], [-0.1348, -1.2495, -2.2897], [0.0902, -2.0764, -2.7032], [-0.3798, -1.5474, -1.3596], [-1.2090, 2.6481, 0.8660], [-0.5429, 2.1714, 0.3427], [-0.9373, 3.5598, 1.0409], [-1.0884, -2.1260, 0.0493], [-1.8318, -1.5202, -0.1276], [-0.8193, -2.0486, 0.9927], [-3.0019, -0.1057, 0.0137], [-3.1067, 0.6792, 0.5527], [-3.1745, 0.2816, -0.8724], [-2.7696, 0.7428, -2.4962], [-2.5797, 1.5599, -2.9306], [-1.8727, 0.3859, -2.4996]], "forces_ev_per_angstrom": [[-0.17, -0.07, 0.07], [-0.29, 1.61, 0.50], [1.22, -1.21, -1.12], [-0.26, 0.57, 0.77], [0.13, 0.68, -1.67], [-0.19, 0.30, 0.34], [-0.64, -0.75, -0.47], [1.92, 3.60, -1.00], [0.31, -0.32, 0.42], [0.17, -0.29, -0.35], [0.06, -0.26, -0.16], [-0.72, 0.32, 0.43], [0.05, -0.24, -0.33], [0.02, -0.17, 0.32], [0.13, -0.28, 1.15], [-0.40, -0.24, 0.41], [0.19, -0.10, -0.31], [-0.12, 0.68, -0.07], [0.55, 0.28, 0.37], [-0.02, 0.19, 0.26], [-1.97, -3.21, 1.79], [-0.25, -0.87, -0.37], [0.22, -0.05, -0.82], [-0.36, -0.14, 0.05], [0.20, 0.54, 0.34], [0.26, -0.50, -0.32], [0.28, -0.12, -0.33], [-0.06, -0.07, 0.76], [-0.53, 0.14, -0.43], [-0.35, 0.35, -0.48], [0.18, 0.10, 0.60], [0.16, -0.39, 0.09], [0.41, -0.43, -0.06], [-0.42, 1.18, -0.46], [0.28, -0.84, 0.10]], "smiles": "OCNCCNCO.O.O.O.O.O", "e_homo_ev": -9.0, "charge": 0, "lumo_energy_ev": 0.56}

(2)
{"formula": "C4H22O9", "method": "ωB97M-V/def2-TZVPD", "symbols": ["O", "C", "C", "C", "C", "O", "H", "H", "H", "H", "H", "H", "H", "H", "O", "H", "H", "O", "H", "H", "O", "H", "H", "O", "H", "H", "O", "H", "H", "O", "H", "H", "O", "H", "H"], "xyz": [[-1.5783, 1.7413, -3.2716], [-0.5221, 1.5764, -2.6915], [-0.3541, 0.5443, -1.7265], [0.6043, 0.8067, -0.4573], [-0.0550, 0.2095, 0.8643], [0.8168, 0.4247, 2.0269], [0.3217, 2.1477, -3.0044], [-1.3204, 0.1777, -1.2176], [-0.0623, -0.3238, -2.3002], [1.6195, 0.3022, -0.6639], [0.7495, 1.9207, -0.2213], [-0.1518, -0.8568, 0.8616], [-0.9554, 0.7975, 1.0433], [0.3198, 1.0294, 2.6688], [2.7741, -1.6683, 0.7505], [2.4842, -2.1217, 1.5262], [2.6593, -0.6723, 0.8153], [-2.2493, -1.8345, -0.6477], [-1.8296, -2.7453, -0.6948], [-3.1040, -2.2551, -0.8919], [1.5896, -2.1906, -1.5074], [1.9748, -2.0026, -0.6170], [2.2770, -2.5387, -2.0613], [-0.4405, -3.8514, -0.7633], [-0.0324, -4.6442, -1.0872], [0.2165, -3.2045, -1.0731], [3.2766, 0.2747, 2.9161], [3.0733, 1.2538, 2.7033], [2.3655, -0.0987, 2.9445], [-3.4340, 2.2379, 1.5603], [-2.9583, 1.3824, 1.5060], [-3.9014, 2.1595, 0.6596], [-1.1526, 3.8157, 0.6649], [-1.8765, 3.6631, 1.2624], [-1.1447, 4.5430, 0.1241]], "forces_ev_per_angstrom": [[0.31, 0.30, 0.08], [-2.23, 0.73, -1.35], [-0.46, -1.83, 4.62], [0.55, -0.20, -0.03], [1.65, 1.37, -0.44], [-1.71, 1.60, 0.81], [1.20, 0.77, -0.16], [0.98, 0.88, -1.42], [0.58, -0.48, 0.05], [-1.45, 0.97, 0.44], [-0.14, -1.54, -0.63], [-0.75, -0.48, -0.56], [-0.26, -0.55, -0.22], [1.16, -1.26, -1.44], [0.26, 1.78, -1.39], [-0.31, 0.11, 1.01], [0.27, -1.87, 0.78], [-0.94, -2.67, -0.42], [0.84, 1.37, 0.35], [-0.09, 1.40, 0.16], [-0.82, 0.27, 0.15], [0.29, -0.22, -0.29], [0.55, -0.20, -0.24], [0.01, 0.16, 0.13], [-0.10, -0.96, -0.10], [0.15, 0.56, -0.04], [-0.94, 2.06, -0.26], [0.56, -2.43, 0.52], [0.87, 0.48, -0.07], [-0.65, -1.25, -2.37], [-0.16, 0.58, 0.49], [0.79, 0.66, 1.93], [1.68, -3.42, 1.56], [-0.90, 0.54, -0.16], [-0.78, 2.77, -1.48]], "smiles": "O=CCCCO.O.O.O.O.O.O.O", "e_homo_ev": -9.6, "charge": 0, "lumo_energy_ev": 0.25}

(3)
{"formula": "C4H23N2O6", "method": "ωB97M-V/def2-TZVPD", "symbols": ["C", "C", "C", "C", "N", "N", "H", "H", "H", "H", "H", "H", "H", "H", "H", "H", "H", "H", "H", "O", "H", "H", "O", "H", "H", "O", "H", "H", "O", "H", "H", "O", "H", "H", "O"], "xyz": [[1.1128, -2.6533, 2.0926], [1.9096, -1.9109, 0.9671], [1.2075, -0.9810, 0.0610], [0.9535, 0.3510, 0.2415], [-0.1294, 0.9041, -0.6279], [-0.2165, -2.2173, 2.3885], [1.8741, -2.6551, 2.9610], [1.1060, -3.7577, 2.0575], [2.3169, -2.6745, 0.2774], [2.8090, -1.4778, 1.3768], [0.7285, -1.5262, -0.7240], [1.3517, 1.0537, 0.9752], [0.2245, 0.9638, -1.6160], [-0.9530, 0.2505, -0.5881], [-0.1770, 1.9164, -0.4424], [-0.8544, -2.8104, 2.8918], [-0.4026, -1.2804, 2.6732], [-3.6020, -1.6080, -1.0367], [-2.7974, -2.7087, -1.2452], [-2.6497, -1.7413, -1.1937], [-0.2429, 3.7716, 2.5078], [-1.1288, 3.7807, 1.2205], [-0.2934, 3.4874, 1.5909], [-3.6201, -0.5668, 1.8485], [-3.7767, 0.7982, 2.6063], [-3.3056, 0.3376, 1.9088], [2.7133, 0.9640, -3.7083], [3.5280, 0.7685, -2.4902], [2.6373, 1.0556, -2.7387], [1.6231, 2.7878, -2.1598], [1.0949, 3.5634, -0.8054], [0.9092, 3.1685, -1.6563], [-2.0693, 0.1010, -2.9439], [-0.7281, 0.1036, -3.7384], [-1.1529, 0.4418, -2.9313]], "forces_ev_per_angstrom": [[1.67, -0.77, 2.15], [0.86, -1.20, -0.66], [-1.02, 2.12, 1.37], [-0.15, -2.16, -0.77], [2.15, -0.28, -0.35], [-0.58, 0.13, -0.47], [-1.09, 0.78, -0.48], [-0.39, 0.40, -1.23], [-0.12, -0.03, 0.42], [0.08, 0.46, 0.47], [-0.62, 0.30, -0.63], [-0.18, -0.53, -0.14], [-0.76, -0.55, 0.91], [0.21, 1.19, -0.05], [-1.14, -0.42, 0.26], [0.46, -0.48, -0.09], [0.44, 0.65, 0.00], [0.05, 1.25, 0.11], [1.22, -0.02, -0.18], [-1.19, -1.06, 0.08], [-0.23, 0.10, 0.00], [-0.27, 0.15, 0.22], [0.55, -0.34, -0.42], [-0.23, -0.12, 0.15], [-0.24, -0.23, 0.12], [0.58, 0.37, -0.33], [-0.47, 0.16, 0.29], [-0.11, 0.08, 0.51], [0.42, -0.17, -0.83], [1.09, -0.10, 0.37], [1.00, 0.12, 0.01], [-1.85, 0.35, -0.25], [0.47, -0.01, 0.04], [-0.31, 0.07, 0.20], [-0.30, -0.20, -0.77]], "multiplicity": 2, "e_homo_ev": [-2.0, -8.7], "charge": 0, "lumo_energy_ev": [0.37, 0.37]}

(4)
{"formula": "C4H23NO8", "method": "ωB97M-V/def2-TZVPD", "symbols": ["C", "N", "C", "C", "O", "C", "O", "H", "H", "H", "H", "H", "H", "H", "H", "H", "H", "H", "O", "H", "H", "O", "H", "H", "O", "H", "H", "O", "H", "H", "O", "H", "H", "O", "H", "H"], "xyz": [[0.0673, -2.1514, -1.4039], [0.9590, -0.9842, -1.1096], [1.3990, -0.9761, 0.2301], [2.0224, -2.2850, 0.5618], [1.2705, -2.8590, 1.6223], [2.5711, 0.2073, 0.1897], [1.8362, 1.3644, -0.1921], [0.3003, -2.7318, -2.3151], [-0.9307, -2.1141, -1.6101], [0.0546, -3.0278, -0.7610], [0.3633, -0.1607, -1.4269], [0.5883, -0.6146, 0.9860], [3.0511, -2.2564, 1.0058], [1.9164, -2.9738, -0.3727], [0.4508, -2.2191, 1.8199], [3.4284, -0.0882, -0.4330], [3.0605, 0.4184, 1.1609], [1.7378, 1.2104, -1.1519], [-0.5058, 3.3519, -1.8906], [-0.5423, 3.6680, -2.7698], [-1.4213, 3.1012, -1.6467], [-1.3896, -1.4997, 2.8011], [-1.1428, -0.6298, 2.8923], [-2.3349, -1.4585, 3.1105], [-3.3324, 1.9206, -1.1860], [-4.1956, 1.7864, -1.6818], [-3.2505, 1.0240, -0.7615], [-3.5502, -1.5686, -0.1154], [-3.3666, -2.4261, -0.5615], [-2.8272, -1.7411, 0.5484], [2.1324, 4.0316, 1.1180], [2.0232, 3.4047, 0.3938], [1.5277, 4.7698, 0.8755], [-0.9110, 1.3247, 0.8240], [-0.5974, 2.0773, 1.2273], [-0.4619, 1.1054, 0.0221]], "forces_ev_per_angstrom": [[2.31, -2.21, -1.08], [-3.62, -0.49, -2.69], [2.49, 3.62, 1.05], [-0.29, -1.91, 0.43], [-2.98, 1.35, 0.95], [-1.55, -1.30, 1.87], [1.01, -0.08, -1.48], [1.03, 0.74, -0.25], [-3.15, 1.97, -0.02], [0.57, 0.51, 1.15], [1.29, -1.21, 0.98], [1.41, -0.70, -0.97], [-0.51, 0.28, -1.10], [0.98, 1.10, 1.71], [2.61, -2.41, -0.52], [-0.65, 0.15, -0.56], [-0.78, -0.20, -0.13], [-0.11, 0.75, 0.44], [-0.42, -0.79, 1.70], [-0.16, 0.49, -1.38], [0.50, 0.09, -0.22], [-2.63, -2.91, 0.13], [1.25, 3.42, 0.11], [1.36, -0.43, -0.45], [-1.65, -1.73, -0.45], [1.56, 0.53, 0.76], [0.22, 1.22, -0.30], [1.92, -1.77, 0.66], [-0.90, 0.76, -0.39], [-0.89, 1.16, -0.21], [-0.79, 0.97, -0.26], [0.04, -0.31, -0.01], [0.70, -0.77, 0.30], [-2.56, -3.09, -0.20], [1.57, 2.64, 0.81], [0.84, 0.55, -0.38]], "smiles": "CNC(CO)CO.O.O.O.O.O.O", "e_homo_ev": -9.2, "charge": 0, "lumo_energy_ev": 0.23}

(5)
{"formula": "C4H24N2O9", "method": "ωB97M-V/def2-TZVPD", "symbols": ["O", "C", "N", "C", "C", "N", "C", "O", "H", "H", "H", "H", "H", "H", "H", "H", "H", "H", "O", "H", "H", "O", "H", "H", "O", "H", "H", "O", "H", "H", "O", "H", "H", "O", "H", "H", "O", "H", "H"], "xyz": [[-1.0857, 1.9711, -2.3468], [-0.7071, 2.4718, -1.3006], [-1.2795, 2.2701, -0.0892], [-2.4660, 1.4204, 0.1712], [-2.2608, -0.0240, -0.2451], [-1.2544, -0.7803, 0.4681], [-1.3736, -2.1683, -0.0074], [-0.7503, -2.9720, 0.9415], [0.1327, 3.1698, -1.2857], [-0.6741, 2.0777, 0.7116], [-2.7722, 1.5772, 1.2068], [-3.3168, 1.8059, -0.4027], [-2.0982, -0.0587, -1.3443], [-3.2478, -0.5160, -0.1105], [-0.2958, -0.4529, 0.4039], [-2.3868, -2.5228, -0.3641], [-0.7567, -2.3137, -0.9597], [-1.2427, -3.0209, 1.7717], [0.1745, -0.3744, -3.8636], [0.2757, 0.5841, -3.7067], [-0.6172, -0.5342, -4.3818], [1.7060, -1.9140, 1.0438], [1.8854, -1.5845, 0.1440], [0.8090, -2.2975, 0.9615], [-1.7027, -1.0488, 3.1889], [-0.9054, -0.7749, 2.7240], [-2.4247, -0.7301, 2.6420], [2.7314, 1.7671, -1.2398], [3.5961, 1.8018, -0.8243], [2.1232, 1.1747, -0.7886], [3.0176, -0.2241, 2.8420], [2.5545, -0.8909, 2.2817], [3.0131, -0.6722, 3.6979], [1.9576, -0.5288, -1.7935], [1.2754, -0.6719, -2.4773], [2.6238, 0.0568, -2.1717], [1.1242, 1.1281, 1.7978], [1.7435, 1.2835, 1.0968], [1.4993, 0.6723, 2.5852]], "forces_ev_per_angstrom": [[-0.16, 0.34, -0.01], [-0.20, -0.60, -0.38], [-0.54, -0.94, 1.75], [0.07, 0.51, -1.39], [-0.82, 0.30, -0.76], [-1.76, -0.89, -0.59], [1.46, 0.27, -1.55], [-0.03, -1.41, 0.14], [0.34, -0.02, 0.21], [0.60, 1.07, -0.39], [0.42, -0.28, 0.12], [0.23, -0.02, -0.16], [-0.01, 0.26, 0.42], [0.52, 0.04, 0.20], [-0.12, 0.17, -0.30], [0.64, 0.80, 1.17], [-0.51, 0.14, 1.04], [-0.13, 0.41, -0.05], [0.54, 0.30, 0.15], [-0.69, -0.42, -0.25], [-0.06, 0.31, 0.07], [0.07, 0.28, -0.70], [0.22, -0.06, 0.22], [0.23, -0.25, 0.48], [-0.07, -0.32, 0.87], [-0.23, 0.09, -0.27], [0.21, 0.05, -0.17], [0.16, 1.20, -0.36], [-0.16, -0.18, 0.41], [0.37, -0.31, 0.06], [-0.27, -0.92, 0.48], [0.26, 0.14, -0.21], [0.33, 0.20, 0.04], [-0.47, -0.79, 0.12], [0.26, -0.12, 0.11], [-0.14, -0.09, -0.11], [-2.18, 0.36, 0.46], [0.96, -0.15, 0.34], [0.67, 0.53, -1.20]], "smiles": "O=CNCCNCO.O.O.O.O.O.O.O", "e_homo_ev": -9.3, "charge": 0, "lumo_energy_ev": 0.42}

(6)
{"formula": "C4H24NO10", "method": "ωB97M-V/def2-TZVPD", "symbols": ["O", "C", "C", "C", "N", "C", "O", "H", "H", "H", "H", "H", "H", "H", "H", "H", "H", "O", "H", "H", "O", "H", "H", "O", "H", "H", "O", "H", "H", "O", "H", "H", "O", "H", "H", "O", "H", "H", "O"], "xyz": [[2.1851, 1.3860, -1.6207], [1.0089, 1.4570, -1.8040], [0.1279, 1.6442, -0.5002], [0.4750, 0.5576, 0.4864], [-1.2575, 1.8446, -0.8372], [-2.1945, 0.7132, -1.1588], [-3.1224, 0.6333, -0.1470], [0.5933, 1.1678, -2.7769], [0.3178, 2.6351, -0.1286], [1.4772, 0.1463, 0.4359], [-0.2341, -0.2550, 0.4278], [0.1713, 0.7758, 1.4761], [-1.6933, 2.3130, -0.0450], [-2.7112, 0.9481, -2.0882], [-1.5687, -0.1674, -1.2880], [-3.0345, -0.2694, 0.1267], [-2.2443, -2.5001, 0.7187], [-2.2677, -1.7508, 0.1631], [0.7248, -2.8799, 0.9956], [-1.2527, -1.7577, 0.0694], [0.3348, -2.1843, 0.4883], [-2.6308, 0.6823, 2.4083], [-2.5154, 1.8455, 1.5075], [-2.5367, 1.6189, 2.4427], [0.9524, -1.8406, -1.0361], [2.5204, -2.0912, -1.2204], [1.7451, -1.7016, -1.6218], [0.2106, -1.2215, 1.5175], [-0.5526, 0.0445, 2.2285], [0.1298, -0.6235, 2.4043], [0.9574, 1.0768, 2.7396], [2.3720, 1.2786, 3.2487], [1.5341, 1.7594, 3.0898], [0.2722, -1.2018, -2.1202], [1.2605, -2.2036, -2.5840], [0.6057, -1.5606, -2.9505], [3.2365, -0.3332, -1.6999], [2.8996, -0.0746, -0.4061], [3.7041, 0.0888, -0.9415]], "forces_ev_per_angstrom": [[-2.14, 2.77, -1.11], [1.26, -1.40, 0.42], [-1.58, 2.07, -1.62], [-0.97, -0.40, -1.64], [-0.04, -2.05, 1.51], [0.61, 1.09, -1.13], [0.06, 1.47, -0.54], [-0.63, 0.26, -0.06], [1.17, 0.31, 0.45], [-0.23, 0.46, 0.02], [0.17, 0.20, -1.68], [0.92, 2.52, -0.63], [-0.09, 0.95, -0.68], [0.26, 0.07, -0.26], [-0.29, -0.18, -0.11], [-0.09, -1.85, 1.04], [-0.83, -1.52, 1.25], [1.63, 0.86, -0.91], [0.18, -0.92, 0.20], [-0.88, -0.22, 0.02], [-0.54, 0.84, -0.67], [-0.36, -1.23, 0.19], [-0.49, -0.05, 0.24], [0.66, 1.11, -0.02], [1.50, -1.00, 1.89], [0.57, -0.40, 1.62], [9.20, -0.59, 9.55], [0.03, -0.65, 1.10], [-0.64, -1.47, 1.32], [-0.60, -0.98, 1.42], [0.35, -0.31, 0.66], [-0.71, 0.44, -0.06], [1.01, 0.12, 0.17], [-1.09, 0.23, -1.93], [-1.03, -0.45, -2.30], [-8.98, 1.68, -8.50], [1.46, 0.52, -0.15], [1.38, 0.46, 0.62], [-0.21, -2.75, 0.32]], "multiplicity": 2, "e_homo_ev": [-9.0, -8.9], "charge": 0, "lumo_energy_ev": [-0.48, -5.26]}

Energy relative to the best compared isomer or geometry (same formula, charge and spin): 4.293; 1.447; 2.048; 3.418; 2.313; 9.668 (eV)